{"formula": "C26H39N3O4", "method": "ωB97M-V with the def2-TZVPD basis set", "total_charge": 0, "e_homo_ev": -7.7, "relative_energy_ev": 0.000, "smiles": "CC[C@H]1CCCCN1CCCNC(=O)c1cn(CC(C)C)c(=O)c2cc(OC)c(OC)cc12", "e_tot_ha": -1479.407985, "lumo_ev": 0.651, "symbols": ["C", "C", "C", "C", "C", "C", "C", "N", "C", "C", "C", "N", "C", "O", "C", "C", "N", "C", "C", "C", "C", "C", "O", "C", "C", "C", "O", "C", "C", "O", "C", "C", "C", "H", "H", "H", "H", "H", "H", "H", "H", "H", "H", "H", "H", "H", "H", "H", "H", "H", "H", "H", "H", "H", "H", "H", "H", "H", "H", "H", "H", "H", "H", "H", "H", "H", "H", "H", "H", "H", "H", "H"], "xyz": [[-4.94129, -0.18029, 2.24101], [-3.77613, -1.12948, 1.98887], [-2.85704, -0.63651, 0.85252], [-1.93059, 0.50176, 1.30013], [-0.81985, 0.01701, 2.22619], [-0.06544, -1.12678, 1.56004], [-1.03794, -2.22073, 1.13121], [-2.04058, -1.67670, 0.22959], [-2.79886, -2.70849, -0.46570], [-2.03891, -3.28981, -1.66422], [-1.74025, -2.23841, -2.73424], [-0.84942, -1.22064, -2.22937], [0.43165, -1.11641, -2.65300], [0.88786, -1.74837, -3.58861], [1.25708, -0.15945, -1.85673], [2.51883, -0.54644, -1.54141], [3.35610, 0.17991, -0.76117], [4.66662, -0.35433, -0.44682], [4.60349, -1.50681, 0.56576], [6.00152, -2.08822, 0.75608], [4.03412, -1.02324, 1.89594], [2.98885, 1.40222, -0.21411], [3.75638, 2.01883, 0.50875], [1.66140, 1.87462, -0.58665], [1.26229, 3.13276, -0.11409], [0.04372, 3.66727, -0.45630], [-0.43561, 4.86968, -0.04518], [0.38118, 5.65301, 0.79078], [-0.81231, 2.93273, -1.32524], [-1.98411, 3.54308, -1.63219], [-2.88855, 2.87138, -2.47344], [-0.42614, 1.69161, -1.78064], [0.80384, 1.12655, -1.40597], [-4.58847, 0.80148, 2.54631], [-5.58023, -0.57082, 3.02995], [-5.54266, -0.06317, 1.34155], [-3.20616, -1.24976, 2.91017], [-4.17784, -2.10819, 1.71669], [-3.50668, -0.24545, 0.05640], [-2.51904, 1.27680, 1.79143], [-1.47165, 0.94473, 0.41440], [-1.23637, -0.32222, 3.17663], [-0.13701, 0.84166, 2.43824], [0.45809, -0.74981, 0.67900], [0.67342, -1.54795, 2.24400], [-0.48893, -3.00177, 0.60045], [-1.49779, -2.68358, 2.01983], [-3.07277, -3.53617, 0.20922], [-3.72494, -2.25810, -0.83341], [-1.09878, -3.73543, -1.33687], [-2.64836, -4.08108, -2.10371], [-1.25638, -2.69874, -3.59952], [-2.67477, -1.76608, -3.05936], [-1.09862, -0.90943, -1.29174], [2.90226, -1.48750, -1.90826], [5.24792, 0.46989, -0.02599], [5.13845, -0.69548, -1.37257], [3.94727, -2.28865, 0.16466], [6.40162, -2.45330, -0.18723], [5.97391, -2.91636, 1.45992], [6.67542, -1.32882, 1.14572], [3.99879, -1.84010, 2.61345], [3.02651, -0.63455, 1.76782], [4.65287, -0.22736, 2.30301], [1.96097, 3.65623, 0.51838], [0.59504, 5.14280, 1.73543], [1.32434, 5.91383, 0.30059], [-0.18677, 6.56035, 0.98951], [-2.45792, 2.68365, -3.46221], [-3.74452, 3.53668, -2.57383], [-3.21533, 1.92258, -2.03439], [-1.05680, 1.13789, -2.45539]]}

{"formula": "C26H40AsBaN5O6PS2", "method": "ωB97M-V with the def2-TZVPD basis set", "total_charge": -1, "e_homo_ev": -3.1, "relative_energy_ev": 1.312, "e_tot_ha": -5139.287003, "lumo_ev": 1.781, "symbols": ["Ba", "S", "C", "C", "C", "C", "C", "C", "S", "H", "H", "H", "H", "O", "C", "O", "C", "C", "N", "N", "C", "C", "O", "O", "H", "H", "H", "O", "P", "N", "C", "C", "C", "C", "N", "C", "C", "C", "C", "N", "C", "C", "C", "C", "H", "H", "H", "H", "H", "H", "H", "H", "H", "H", "H", "H", "H", "H", "H", "H", "H", "H", "H", "H", "H", "H", "H", "H", "C", "As", "C", "C", "O", "H", "H", "H", "H", "H", "H", "H", "H", "H"], "xyz": [[0.03838, 0.27325, -1.42347], [-2.26107, -1.12736, -3.04827], [-1.64429, -2.11881, -4.36970], [-2.55368, -2.99022, -4.98882], [-2.20940, -3.81414, -6.04778], [-0.90898, -3.78960, -6.53301], [0.01088, -2.93971, -5.93946], [-0.31599, -2.10117, -4.86693], [0.95267, -1.05658, -4.22418], [-3.56819, -3.00219, -4.60848], [-2.95616, -4.46582, -6.48843], [-0.60977, -4.41914, -7.36373], [1.02978, -2.90813, -6.30750], [5.09293, 4.44688, -1.77810], [5.29572, 3.63931, -2.80588], [6.33929, 3.63786, -3.42567], [4.17400, 2.74759, -3.18395], [4.20680, 1.84647, -4.23395], [3.02224, 1.21641, -4.24192], [2.22163, 1.63030, -3.26310], [2.89303, 2.56240, -2.60953], [2.22210, 3.13557, -1.38578], [2.88622, 3.89235, -0.64113], [1.05030, 2.73302, -1.21025], [4.15530, 4.35619, -1.39172], [4.98155, 1.64501, -4.95358], [2.65075, 0.46539, -4.82979], [-1.96017, 1.02971, 0.03242], [-2.04012, 0.76806, 1.48325], [-2.70634, 2.03033, 2.31013], [-2.37272, 2.47025, 3.66629], [-3.56813, 3.33843, 4.08472], [-4.71639, 2.82755, 3.21359], [-4.01361, 2.55243, 1.89018], [-0.51414, 0.50007, 2.08197], [-0.20675, -0.14253, 3.36164], [0.74222, 0.82230, 4.06443], [1.56173, 1.37870, 2.90075], [0.57698, 1.44098, 1.72701], [-2.95854, -0.56745, 1.75879], [-3.62588, -0.93883, 3.00578], [-3.28878, -2.41791, 3.17150], [-3.30359, -2.91301, 1.72382], [-2.64929, -1.77283, 0.94409], [-1.44228, 3.04299, 3.67794], [-2.24858, 1.62378, 4.34919], [-3.36499, 4.38448, 3.84783], [-3.76817, 3.27148, 5.15363], [-5.53408, 3.54148, 3.12038], [-5.11821, 1.89600, 3.62027], [-3.88993, 3.47454, 1.31417], [-4.52975, 1.83152, 1.25609], [0.28534, -1.10603, 3.18219], [-1.11090, -0.34139, 3.93901], [1.35068, 0.32850, 4.82249], [0.17720, 1.61777, 4.55282], [2.36663, 0.67825, 2.66247], [2.01666, 2.34729, 3.09938], [1.10754, 1.15089, 0.81983], [0.18051, 2.44291, 1.55450], [-4.71076, -0.81205, 2.90639], [-3.30369, -0.31956, 3.84505], [-3.99345, -2.93961, 3.81941], [-2.28632, -2.52544, 3.59488], [-4.33325, -3.05566, 1.38931], [-2.77462, -3.85413, 1.58335], [-3.02703, -1.66913, -0.07282], [-1.56489, -1.91777, 0.87855], [3.58386, -2.80531, 1.27135], [2.91134, -1.81593, -0.24337], [3.93031, -0.17970, -0.40244], [3.26344, -2.86721, -1.80872], [1.29523, -1.54424, -0.04692], [4.66589, -2.91571, 1.21132], [3.11024, -3.78517, 1.26247], [3.31262, -2.28113, 2.18616], [4.88115, -0.28574, 0.11854], [3.37245, 0.65133, 0.02880], [4.11351, 0.02605, -1.45710], [4.33794, -2.96172, -1.96564], [2.77354, -2.37978, -2.66014], [2.81231, -3.84824, -1.66688]]}

{"formula": "C26H40AsF6NP2Pt", "method": "ωB97M-V with the def2-TZVPD basis set", "total_charge": 3, "e_homo_ev": [-17.4, -19.0], "relative_energy_ev": 0.000, "multiplicity": 6, "e_tot_ha": -4705.292796, "lumo_ev": [-9.871, -14.113], "symbols": ["Pt", "C", "C", "C", "P", "C", "C", "C", "C", "C", "C", "C", "C", "C", "C", "N", "C", "C", "C", "C", "C", "C", "C", "P", "C", "C", "C", "C", "C", "C", "H", "H", "H", "H", "H", "H", "H", "H", "H", "H", "H", "H", "H", "H", "H", "H", "H", "H", "H", "H", "H", "H", "H", "H", "H", "H", "H", "H", "H", "H", "H", "H", "H", "H", "H", "H", "H", "H", "H", "H", "F", "As", "F", "F", "F", "F", "F"], "xyz": [[0.07515, -6.40275, 15.74566], [0.71209, -5.37227, 19.15240], [-0.70645, -4.99230, 18.69676], [-1.60789, -4.79123, 19.90320], [-1.35083, -6.26806, 17.55591], [-3.04184, -5.74120, 17.11293], [-3.01386, -4.54816, 16.06950], [-3.89065, -6.89671, 16.56792], [-1.23180, -7.97867, 18.01734], [-1.85520, -8.48821, 19.14917], [-1.52959, -9.71477, 19.68138], [-2.22129, -10.01334, 20.94681], [-0.54163, -10.46527, 19.00528], [-0.01876, -10.10797, 17.73742], [-0.43987, -8.85256, 17.20873], [-0.18270, -8.39994, 15.93549], [0.09339, -9.17086, 14.86529], [-0.46155, -10.44859, 14.69308], [-0.19404, -11.21689, 13.56660], [0.59969, -10.64501, 12.55493], [0.83692, -11.45000, 11.29925], [1.26780, -9.45477, 12.82498], [0.95137, -8.64170, 13.82848], [1.37709, -6.89157, 13.94734], [3.18343, -6.55897, 14.10847], [3.54885, -6.21399, 15.51155], [4.01347, -7.75460, 13.65317], [0.70904, -5.99975, 12.48969], [-0.80085, -6.05167, 12.37920], [1.38700, -6.41077, 11.22960], [1.01145, -4.63673, 19.89031], [1.37666, -5.29735, 18.27072], [0.73951, -6.36560, 19.64042], [-0.54451, -4.05402, 18.10734], [-1.83939, -5.68423, 20.47960], [-2.49816, -4.30238, 19.57088], [-1.10676, -4.06685, 20.55287], [-3.46210, -5.35171, 18.03686], [-2.41837, -4.83006, 15.18483], [-2.46256, -3.73310, 16.58901], [-4.01602, -4.23003, 15.83115], [-3.57502, -7.27544, 15.56103], [-4.93428, -6.61327, 16.53818], [-3.82597, -7.74539, 17.20941], [-2.62094, -7.85135, 19.63611], [-1.62017, -9.65935, 21.78146], [-2.36523, -11.08856, 21.13727], [-3.14887, -9.47246, 21.00268], [-0.12520, -11.35956, 19.43332], [0.70487, -10.74194, 17.17212], [-1.09978, -10.84578, 15.52358], [-0.60646, -12.22390, 13.48658], [1.10105, -12.47833, 11.43973], [1.57592, -10.96582, 10.63931], [-0.10363, -11.44479, 10.68598], [2.06268, -9.10414, 12.15758], [3.45900, -5.68792, 13.43892], [3.20041, -6.94208, 16.27881], [3.15000, -5.22490, 15.76870], [4.65791, -6.29579, 15.60529], [3.83925, -8.64023, 14.22707], [5.05446, -7.39012, 13.80215], [3.94707, -7.89476, 12.55130], [0.95863, -4.95260, 12.76449], [-1.18265, -5.08872, 12.02567], [-1.26847, -6.20938, 13.38022], [-1.20977, -6.78463, 11.70479], [0.64280, -6.88081, 10.56101], [2.24330, -7.06312, 11.41750], [1.83284, -5.53759, 10.74211], [1.52548, -4.11513, 16.27403], [1.00973, -2.74798, 15.30443], [2.00532, -3.41113, 13.90170], [2.43670, -1.85083, 15.90920], [0.36263, -1.40683, 14.28075], [-0.02957, -2.34352, 16.77111], [-0.34751, -3.59982, 14.67669]]}